1:
Below is a structure of composition C4H14NO3, with properties calculated with ωB97M-V/def2-TZVPD.

Values from the calculation:
Highest occupied orbital energy: -3.96 eV
Total charge: -1

Element x y z (Å)
C: -2.78 0.42 -1.73
C: -1.37 0.41 -1.00
C: -0.77 1.80 -0.52
C: -0.18 1.39 0.88
O: 1.04 0.89 0.72
N: -0.42 -0.23 -1.85
H: -3.68 0.44 -1.16
H: -2.98 -0.50 -2.27
H: -2.87 1.23 -2.40
H: -1.65 -0.21 -0.09
H: -1.28 2.65 -0.32
H: 0.19 1.89 -1.18
H: -0.81 0.73 1.38
H: -0.04 2.52 1.28
H: -0.09 -1.06 -1.61
H: 0.38 0.37 -2.13
H: 2.18 -2.36 1.44
H: 3.52 -1.85 1.35
O: 3.10 -2.50 1.80
H: 1.15 -0.29 0.88
H: 0.43 -1.48 2.11
O: 0.74 -1.47 1.22

2:
Below is a cluster of 3 separate species, C4H14NO3 in total, with properties calculated with ωB97M-V/def2-TZVPD.

Values from the calculation:
Highest occupied orbital energy: -4.05 eV
Total charge: -1

Element x y z (Å)
C: -1.16 -0.04 -0.11
O: -0.42 1.05 0.17
C: -0.54 -0.90 -1.34
C: -0.08 -2.26 -0.82
C: -1.16 -3.25 -0.42
N: 0.63 -0.24 -1.89
H: -2.20 0.15 -0.50
H: -1.30 -0.67 0.79
H: -1.36 -0.92 -2.06
H: 0.53 -2.00 0.06
H: 0.68 -2.69 -1.49
H: -1.86 -2.69 0.21
H: -1.68 -3.65 -1.29
H: -0.75 -4.10 0.13
H: 1.22 -0.08 -1.07
H: 0.37 0.73 -2.07
H: -0.69 2.95 1.79
H: -0.09 1.60 1.40
O: -0.03 2.36 2.19
H: 2.55 2.23 0.59
H: 1.66 2.49 1.92
O: 2.56 2.39 1.54

It is 2 that is most stable; the runner-up trails by 45.7 kcal/mol.

1:
Below is a structure of composition C32H35Cl4FN9NbO5S, with properties calculated with ωB97M-V/def2-TZVPD.

Values from the calculation:
Highest occupied orbital energy (alpha / beta): -10.86 / -10.87 eV
Total charge: +2

Element x y z (Å)
Nb: -6.42 -12.45 20.63
C: -2.75 -8.13 21.56
C: -2.21 -8.79 20.27
N: -2.43 -10.24 20.20
C: -3.64 -10.79 20.01
S: -3.85 -12.50 19.81
N: -4.68 -9.99 19.84
N: -5.82 -10.62 19.61
C: -6.83 -9.96 18.97
C: -6.76 -8.48 18.65
C: -8.03 -10.71 18.69
C: -9.20 -10.20 18.05
C: -10.29 -11.03 17.88
C: -10.23 -12.37 18.30
C: -9.06 -12.82 18.88
N: -8.01 -12.01 19.11
H: -2.66 -7.04 21.54
H: -3.82 -8.37 21.66
H: -2.24 -8.53 22.45
H: -2.66 -8.32 19.38
H: -1.13 -8.63 20.22
H: -1.66 -10.90 20.33
H: -5.78 -8.11 19.02
H: -6.83 -8.31 17.58
H: -7.57 -7.91 19.16
H: -9.24 -9.14 17.77
H: -11.22 -10.63 17.43
H: -11.11 -13.02 18.22
H: -8.88 -13.86 19.13
C: -5.66 -20.33 19.48
C: -4.57 -19.35 19.07
N: -5.01 -17.94 19.00
C: -5.02 -17.26 20.18
C: -5.53 -15.95 20.29
C: -5.77 -15.34 21.66
O: -5.90 -16.00 22.67
O: -5.82 -14.03 21.65
C: -5.95 -15.25 19.13
O: -6.42 -14.02 19.18
C: -5.98 -15.99 17.91
C: -6.44 -15.44 16.68
C: -6.54 -16.21 15.52
F: -6.93 -15.61 14.35
C: -6.16 -17.59 15.46
C: -5.69 -18.11 16.68
C: -5.55 -17.34 17.85
N: -6.27 -18.38 14.32
C: -5.22 -19.33 13.98
C: -5.69 -20.61 13.28
N: -6.74 -20.35 12.22
C: -7.86 -19.43 12.67
C: -7.35 -18.16 13.38
H: -5.33 -21.38 19.39
H: -6.57 -20.19 18.89
H: -5.95 -20.22 20.54
H: -4.15 -19.60 18.11
H: -3.74 -19.40 19.82
H: -4.63 -17.78 21.06
H: -6.71 -14.38 16.67
H: -5.50 -19.19 16.71
H: -4.70 -19.59 14.94
H: -4.47 -18.83 13.35
H: -6.12 -21.33 13.99
H: -4.84 -21.12 12.78
H: -7.18 -21.24 11.94
H: -6.28 -19.96 11.36
H: -8.52 -20.01 13.31
H: -8.44 -19.13 11.79
H: -8.21 -17.69 13.89
H: -7.06 -17.44 12.60
Cl: -8.59 -8.03 25.67
C: -7.62 -8.99 24.60
C: -6.22 -9.20 24.93
Cl: -5.55 -8.48 26.34
C: -5.41 -10.01 24.14
Cl: -3.77 -10.36 24.48
C: -5.97 -10.66 23.04
O: -5.35 -11.55 22.28
C: -7.35 -10.43 22.70
O: -7.72 -11.12 21.63
C: -8.20 -9.59 23.47
Cl: -9.80 -9.30 22.97
N: -8.76 -14.78 21.50
N: -8.33 -13.46 21.85
H: -9.78 -14.81 21.46
H: -8.45 -15.42 22.24
H: -7.97 -13.43 22.82
H: -9.13 -12.80 21.79

2:
Below is a structure of composition C32H35Cl4FN9NbO5S, with properties calculated with ωB97M-V/def2-TZVPD.

Values from the calculation:
Highest occupied orbital energy: -11.27 eV
Total charge: +2

Element x y z (Å)
Nb: 9.59 13.52 13.41
C: 10.41 14.98 7.47
C: 11.46 15.07 8.57
N: 10.92 15.63 9.84
C: 10.13 14.85 10.64
S: 9.23 15.62 11.93
N: 10.08 13.53 10.42
N: 9.37 12.88 11.35
C: 8.84 11.69 10.99
C: 8.79 11.26 9.55
C: 8.19 10.93 12.02
C: 7.47 9.71 11.75
C: 6.96 8.99 12.81
C: 7.07 9.51 14.10
C: 7.60 10.80 14.28
N: 8.18 11.46 13.28
H: 10.90 14.64 6.54
H: 9.96 15.98 7.27
H: 9.59 14.27 7.72
H: 12.27 15.73 8.21
H: 11.96 14.10 8.77
H: 10.77 16.62 9.96
H: 9.63 11.73 9.04
H: 7.86 11.61 9.06
H: 8.81 10.16 9.48
H: 7.37 9.37 10.71
H: 6.51 8.01 12.63
H: 6.70 8.96 14.98
H: 7.66 11.29 15.23
C: 6.39 20.44 15.49
C: 6.37 19.34 16.54
N: 7.29 18.25 16.23
C: 6.80 17.18 15.58
C: 7.61 16.13 15.18
C: 6.99 15.00 14.48
O: 5.81 14.89 14.28
O: 7.85 14.05 14.02
C: 9.01 16.18 15.31
O: 9.86 15.27 14.95
C: 9.53 17.27 16.01
C: 10.88 17.34 16.44
C: 11.36 18.48 16.99
F: 12.62 18.44 17.48
C: 10.61 19.68 17.16
C: 9.26 19.52 16.86
C: 8.69 18.38 16.35
N: 11.11 20.87 17.65
C: 12.49 21.24 17.44
C: 12.67 22.74 17.24
N: 11.94 23.52 18.33
C: 10.48 23.09 18.48
C: 10.39 21.58 18.71
H: 5.94 21.38 15.89
H: 5.81 20.22 14.58
H: 7.43 20.70 15.18
H: 5.37 18.88 16.65
H: 6.58 19.71 17.56
H: 5.73 17.17 15.44
H: 11.52 16.49 16.29
H: 8.60 20.37 17.02
H: 12.85 20.71 16.54
H: 13.12 20.87 18.28
H: 12.25 23.04 16.26
H: 13.72 23.04 17.29
H: 11.90 24.52 18.12
H: 12.44 23.41 19.24
H: 10.02 23.43 17.54
H: 10.09 23.67 19.31
H: 9.36 21.22 18.73
H: 10.80 21.37 19.71
Cl: 15.55 9.96 13.17
C: 14.38 11.23 13.17
C: 14.83 12.58 13.19
Cl: 16.51 12.91 13.16
C: 13.90 13.62 13.32
Cl: 14.43 15.23 13.42
C: 12.54 13.34 13.28
O: 11.57 14.24 13.42
C: 12.10 12.00 13.21
O: 10.78 11.90 13.31
C: 13.00 10.93 13.17
Cl: 12.51 9.27 12.98
N: 9.97 11.43 16.02
N: 10.13 12.83 15.60
H: 10.38 11.36 16.95
H: 10.52 10.89 15.36
H: 11.10 13.18 15.69
H: 9.64 13.45 16.25

It is 2 that is most stable; the runner-up trails by 12.2 kcal/mol.

1:
Below is the ion C3H5N2O3 with charge +1, with properties calculated with ωB97M-V/def2-TZVPD.

Values from the calculation:
Highest occupied orbital energy (alpha / beta): -15.40 / -15.40 eV
Total charge: +1

Element x y z (Å)
C: -1.61 0.38 -0.33
C: 1.05 0.73 0.49
C: 0.61 -0.64 0.15
N: -0.87 -0.61 -0.18
N: -1.07 1.67 -0.12
O: -1.48 2.71 -0.48
O: 1.15 -1.04 -1.05
O: 0.75 -1.47 1.21
H: -2.64 0.27 -0.64
H: 1.02 1.02 1.53
H: 1.56 1.32 -0.25
H: 0.85 -1.92 -1.32
H: 0.67 -2.41 0.99

2:
Below is the ion C3H5N2O3 with charge +1, with properties calculated with ωB97M-V/def2-TZVPD.

Values from the calculation:
Highest occupied orbital energy (alpha / beta): -13.25 / -13.24 eV
Total charge: +1

Element x y z (Å)
C: -1.84 -0.74 -0.60
C: 0.51 -0.95 0.25
C: 1.30 0.19 -0.16
N: -0.69 -1.20 -0.09
N: -2.58 0.27 -0.30
O: -2.13 1.03 0.79
O: 0.82 1.08 -0.93
O: 2.55 0.41 0.14
H: -2.28 -1.45 -1.27
H: 0.95 -1.75 0.98
H: -2.76 1.88 0.69
H: 1.41 1.54 -1.46
H: 3.06 -0.16 0.91

It is 2 that is most stable; the runner-up trails by 29.9 kcal/mol.

1:
Below is a cluster of 4 separate species, C4H16O4 in total, with properties calculated with ωB97M-V/def2-TZVPD.

Values from the calculation:
Highest occupied orbital energy: -9.82 eV
Total charge: 0

Element x y z (Å)
C: -12.09 3.65 -3.83
O: -12.26 3.06 -2.55
H: -12.16 2.92 -4.64
H: -12.87 4.40 -4.02
H: -11.16 4.21 -3.91
H: -11.63 3.54 -2.00
C: -5.88 0.53 -3.34
O: -6.99 0.98 -4.11
H: -5.21 1.36 -3.11
H: -6.16 0.06 -2.40
H: -5.38 -0.22 -3.95
H: -7.53 1.54 -3.53
O: -8.84 2.58 -2.48
H: -9.49 2.97 -1.86
H: -9.29 2.55 -3.33
C: -11.23 2.50 0.41
C: -11.28 4.03 0.35
O: -10.28 4.44 -0.62
H: -11.81 2.08 -0.40
H: -11.74 2.13 1.31
H: -10.20 2.16 0.50
H: -10.98 4.42 1.33
H: -12.24 4.39 0.02
H: -9.54 4.91 -0.22

2:
Below is a cluster of 4 separate species, C4H16O4 in total, with properties calculated with ωB97M-V/def2-TZVPD.

Values from the calculation:
Highest occupied orbital energy: -9.74 eV
Total charge: 0

Element x y z (Å)
C: 3.38 1.58 1.07
O: 2.67 2.75 1.53
H: 2.68 0.80 0.77
H: 4.01 1.89 0.23
H: 4.07 1.22 1.83
H: 2.94 2.91 2.43
C: -1.87 -1.94 1.67
O: -3.09 -2.68 1.73
H: -1.72 -1.40 0.75
H: -1.78 -1.29 2.55
H: -1.04 -2.66 1.74
H: -3.03 -3.24 2.51
C: -1.43 -1.47 -3.11
O: -0.25 -0.97 -2.45
H: -1.09 -2.07 -3.95
H: -1.97 -2.09 -2.39
H: -2.12 -0.67 -3.39
H: 0.24 -0.52 -3.15
C: -0.27 1.59 -0.38
O: -0.12 1.75 1.02
H: -1.21 1.06 -0.56
H: -0.33 2.57 -0.87
H: 0.53 0.99 -0.82
H: 0.81 1.89 1.23

It is 1 that is most stable; the runner-up trails by 21.3 kcal/mol.